2 unconnected molecules or ions with the total composition C5H10O2 at a distorted geometry. Source: the Open Molecules 2025 dataset; level of theory: ωB97M-V with the def2-TZVPD basis set.

The geometry in XYZ format:
```
17
Properties=species:S:1:pos:R:3:forces:R:3
C -0.8185 0.5735 2.4586 -0.5630 0.3959 0.0130
C -1.0843 0.4212 1.1532 -0.3901 -0.4725 -1.3155
C -0.7841 -0.7726 0.3936 1.3086 -0.5819 1.0987
C -0.6897 -1.0221 -0.9399 -0.3189 -0.0321 0.3889
C 0.6154 -1.4373 -1.5267 0.6263 -1.0055 -1.1480
O 1.7343 -1.3265 -0.6828 0.5323 -0.2130 0.0999
H -0.1745 -0.0704 3.0460 -0.5591 -0.5608 -0.0455
H -1.3172 1.3821 2.9817 0.7712 0.4554 -0.0485
H -1.2286 1.2518 0.4655 -1.3523 0.4323 0.5858
H -0.3425 -1.4994 1.1005 1.0345 0.1595 -0.5453
H -1.5414 -0.9048 -1.6041 0.3997 1.1488 -0.2823
H 0.7315 -2.3785 -2.0957 -0.6119 -0.5242 0.8462
H 0.8215 -0.8206 -2.4197 -0.4979 0.8187 0.4902
H 1.5133 -1.0987 0.2248 -0.4175 0.0230 -0.1516
O 0.5089 2.7428 -0.9522 0.2115 -0.2659 0.2262
H 0.6765 2.0876 -0.2592 -0.1077 0.1474 -0.1305
H 1.3794 2.8719 -1.3436 -0.0656 0.0746 -0.0818
```
Positions in Å, forces in eV/Å.

Energy above the lowest of the compared OMol25 structures with the same formula, charge and spin (kJ/mol): 441.8
Frontier orbital gap (Eh): 0.2914
E_HOMO (eV): -8.055
SMILES: C=C/C=C/CO.O

Results of the Löwdin charge analysis, in e, for atoms 1 through 5: atom 1 (C): 0.011, atom 2 (C): -0.208, atom 3 (C): -0.149, atom 4 (C): -0.048, atom 5 (C): -0.276

***

A molecular structure, C21H53O25P4V at a distorted geometry. Source: the Open Molecules 2025 dataset; level of theory: ωB97M-V with the def2-TZVPD basis set.

The geometry in XYZ format:
```
104
Properties=species:S:1:pos:R:3:forces:R:3
O 1.2192 -0.2522 -0.5452 -0.8221 0.5950 -0.5849
V 0.3409 0.0317 -1.8534 1.0429 -1.4507 -2.1829
O -0.9201 0.9905 -1.4098 0.0241 0.0749 0.5185
O 0.7310 -1.3531 -5.5700 0.4629 0.2849 0.7164
C 0.6487 -0.8972 -4.3271 -0.0758 -0.9828 0.5060
O -0.3916 -0.3169 -3.9679 -2.0033 1.7268 0.8142
O 1.5079 -1.1117 -3.4544 1.4807 0.2496 1.2798
H -0.1403 -1.1092 -5.8907 -0.3631 -0.1132 -0.8867
C -1.4327 -5.1858 -1.1722 0.9272 -2.5811 -1.1510
O -1.7033 -4.0508 -0.4310 -0.4964 3.4250 0.0819
P -2.0070 -2.6617 -1.1808 -3.0192 -1.8903 -0.5900
O -0.8373 -1.7848 -1.4169 0.7666 0.7988 -0.7592
O -2.7745 -3.1472 -2.5940 2.6006 1.3126 1.9625
C -4.1083 -3.6297 -2.5610 -0.8034 0.2668 0.3466
O -3.1492 -2.0070 -0.2778 1.9722 -1.1541 -0.5757
C -3.7219 -0.7510 -0.5897 -1.6637 0.3752 -0.2251
H -2.3209 -5.7972 -1.3315 -0.1613 0.1772 0.1370
H -0.7032 -5.8030 -0.6477 -0.1632 0.1473 0.4346
H -0.9677 -5.0421 -2.1475 -0.1515 0.5973 -0.0697
H -4.2419 -4.3918 -3.3287 0.1890 0.1522 0.0330
H -4.7542 -2.7721 -2.7491 -0.2153 -0.1786 -0.1952
H -4.3952 -4.0332 -1.5899 0.1733 -0.1521 0.0445
H -3.8276 -0.1420 0.3081 0.5972 -0.1282 -0.0587
H -4.7414 -0.9879 -0.8939 -0.1862 0.1173 -0.0490
H -3.3047 -0.1951 -1.4293 0.6091 -0.1290 0.2368
C -3.9710 3.1984 -2.7902 -0.2969 -1.7815 -0.1274
O -4.0232 4.2089 -1.8138 0.6409 1.0933 0.6235
P -3.1744 4.1085 -0.4541 0.2016 -0.8420 0.7386
O -3.4477 5.1235 0.5775 -0.0618 -0.6101 -1.2633
O -1.6027 4.0160 -0.8926 -1.3510 -0.3588 -0.0341
C -0.9546 5.2275 -1.3717 -0.1431 0.3346 -0.0189
O -3.5276 2.5611 0.0346 0.5510 1.3443 -0.6642
C -4.8598 2.3070 0.5333 -0.4053 0.2945 0.3201
H -3.6846 3.4813 -3.8031 -0.0714 0.7866 0.2779
H -4.9494 2.7187 -2.8167 -0.1871 0.2265 -0.2581
H -3.3087 2.3785 -2.5122 0.3623 0.1073 0.2018
H -0.6788 5.1877 -2.4255 -0.1355 -0.6713 -0.0427
H -0.0367 5.3759 -0.8029 -0.2436 -0.0146 0.1585
H -1.6106 6.0945 -1.2938 0.0295 -0.0263 0.4189
H -4.7938 1.7191 1.4488 0.2701 0.0050 -0.0415
H -5.4952 1.7713 -0.1720 0.4266 -0.1676 -0.3785
H -5.4267 3.2052 0.7783 0.4005 0.2895 0.0317
C -4.2334 -0.3156 4.4454 -0.8135 -1.2352 0.1266
O -3.1677 0.3828 3.8802 2.3034 0.7524 -0.5135
P -1.7710 -0.3631 3.5960 -0.2710 -0.6499 0.4296
O -1.9216 -1.5531 2.7026 0.6240 1.4738 0.8960
O -1.2783 -0.7340 5.1546 0.0357 0.4908 -3.0952
C -0.0154 -1.4189 5.3694 0.5749 0.8293 0.8713
O -0.8385 0.8454 3.0384 0.0005 -1.3473 1.0329
C -1.0800 1.6192 1.8477 -1.5068 0.0296 0.5872
H -5.0244 -0.3704 3.6975 -0.2487 0.1877 0.2309
H -4.5574 0.1599 5.3712 -0.0147 0.0530 -0.1801
H -3.9416 -1.3471 4.6426 -0.0911 -0.0565 0.2367
H 0.6705 -1.5772 4.5372 -0.7662 -0.1511 -0.6738
H -0.1528 -2.3446 5.9281 -0.3340 0.0618 -0.2712
H 0.5614 -0.7326 5.9895 -0.0775 -0.0813 0.3272
H -1.1945 2.6546 2.1688 0.3834 0.0452 -0.0815
H -2.0687 1.3570 1.4712 0.2156 -0.1182 -0.4040
H -0.3169 1.5226 1.0754 0.1482 -0.2572 0.3765
C -0.0644 2.8338 -4.8791 -0.6102 -1.7239 0.6051
O 0.8537 3.7091 -4.2233 1.8002 -0.1483 1.1274
P 2.0098 3.0170 -3.2875 -0.3196 1.4419 -1.8951
O 1.4030 1.8993 -2.4754 0.4558 -0.7094 -0.0765
O 3.1460 2.6263 -4.3881 -1.7273 0.2982 1.0732
C 3.9943 1.4851 -4.2070 0.8388 -0.1743 1.1309
O 2.6130 4.2601 -2.4593 -1.0832 -1.2540 -1.0146
C 3.4437 4.0717 -1.2912 0.1799 -0.4035 0.8478
H -0.7980 2.4701 -4.1596 -0.2536 0.3989 0.2213
H 0.3901 1.8865 -5.1693 0.4848 0.2226 -0.4094
H -0.6170 3.2243 -5.7336 0.6515 0.7571 0.1809
H 3.6855 0.6143 -4.7855 -0.3033 0.2025 0.1780
H 4.0465 1.3103 -3.1324 -0.1703 -0.7617 -0.0391
H 5.0331 1.7168 -4.4422 -0.2497 0.4381 -0.5148
H 3.0223 4.5674 -0.4166 -0.6427 -0.1199 -0.2407
H 4.4231 4.5449 -1.3613 -0.0328 -0.2356 -0.8721
H 3.5323 3.0061 -1.0798 0.2590 0.1108 0.1664
O 5.1363 1.7928 0.7395 -1.3295 0.2865 0.4112
C 5.1643 2.0117 1.9360 0.9050 -2.2934 -1.5197
O 4.2827 1.4817 2.8381 0.9439 1.2375 0.0853
C 3.3582 0.4890 2.4524 -0.5420 -1.8261 -0.9897
C 4.0370 -0.8860 2.2128 0.5189 0.2187 0.0850
C 6.4190 2.5783 2.5015 -0.3575 1.4840 1.5852
H 2.7736 0.7456 1.5689 0.3314 0.4199 -0.2574
H 2.6019 0.3714 3.2284 0.3546 0.3704 0.3665
H 3.4098 -1.6750 1.7981 -0.5490 0.3451 0.1226
H 4.4596 -1.2987 3.1288 -0.0574 0.1737 0.1640
H 4.8625 -0.8249 1.5036 0.0364 0.3544 -0.0369
H 6.1238 3.2538 3.3045 0.2337 -0.1102 0.4626
H 7.0078 3.2113 1.8376 -0.3683 -0.4822 -0.4795
H 7.0599 1.8062 2.9271 -0.2365 -0.1246 -0.0499
O 0.8474 -6.2772 2.4903 1.3245 2.1804 0.3390
C 1.6899 -5.4685 2.9186 -2.1470 -4.2898 0.5990
O 1.9732 -4.3114 2.4353 0.3494 3.0478 -0.2951
C 1.1114 -3.5885 1.5335 0.0113 -1.4153 -2.2288
C 1.7577 -3.6257 0.0997 -0.3321 1.0295 1.6997
C 2.5493 -5.8530 4.1052 0.6611 0.5895 -0.2663
H 0.9049 -2.5659 1.8493 0.4220 -0.1557 0.4839
H 0.1603 -4.1119 1.4354 -0.0245 -0.0201 0.4324
H 1.0518 -3.1198 -0.5591 -0.0643 -0.5702 -0.3389
H 2.0355 -4.6495 -0.1507 -0.2196 0.1971 -0.2846
H 2.6271 -2.9683 0.0944 0.3258 -0.2910 -0.0270
H 1.9918 -5.9763 5.0337 -0.2971 -0.1670 -0.3181
H 3.2896 -5.0744 4.2892 0.0869 -0.0688 -0.0172
H 3.0679 -6.7772 3.8501 -0.1274 -0.0365 0.1823
```
Positions in Å, forces in eV/Å.

Total charge: +1
2S+1: 2
Frontier orbital gap (spin up / spin down) (Eh): 0.2347 / 0.1374
<S²>: 0.902
E_HOMO (spin up / spin down) (eV): -11.743 / -11.743

Results of the Löwdin charge analysis, in e, for atoms 1 through 5: atom 1 (O): -0.102, atom 2 (V): 1.040, atom 3 (O): -0.082, atom 4 (O): 0.192, atom 5 (C): -0.792

***

A molecular structure, C32H44N7O7P2Pt at a distorted geometry. Source: the Open Molecules 2025 dataset; level of theory: ωB97M-V with the def2-TZVPD basis set.

The geometry in XYZ format:
```
93
Properties=species:S:1:pos:R:3:forces:R:3
Pt -14.8968 13.8655 5.2408 -0.8889 -0.6331 0.6209
O -14.3798 16.0840 6.1061 -0.3227 -0.1265 0.8756
C -15.6143 16.7883 6.3462 -0.2421 0.8782 -0.2418
C -16.4958 16.5958 5.1400 -0.5577 1.2550 0.7405
C -17.3515 17.5510 4.6325 -0.1042 0.4349 -0.1302
C -18.2267 17.2794 3.5968 0.7144 -0.4498 -0.5331
C -18.2430 16.0045 3.0586 0.8753 -0.8704 1.1564
C -17.4028 15.0679 3.6613 -0.2233 1.9977 0.2144
N -16.5463 15.4050 4.6446 -0.0332 -3.1946 -1.0707
H -14.0244 15.8552 6.9827 0.3528 -0.0845 -0.2832
H -15.4025 17.8491 6.4960 0.0517 -0.0306 -0.0660
H -16.1534 16.4531 7.2532 0.3944 -0.0625 -0.5056
H -17.2974 18.5320 5.0145 -0.0382 1.0379 0.4659
H -18.7820 18.0399 3.1014 -0.5213 0.6470 0.1254
H -18.8521 15.6766 2.2470 -0.4681 0.1134 -0.3819
H -17.4344 14.0674 3.3646 0.2237 -1.4714 -0.4384
O -21.2775 9.7995 7.3733 0.0441 0.1381 0.8798
N -20.4883 10.4801 7.9868 0.5050 0.4650 -0.9544
O -20.5306 10.8414 9.1420 -0.0985 -0.3255 -0.3721
C -19.3235 10.9728 7.1350 -0.0278 0.1840 -0.2649
C -19.2001 10.4128 5.9225 -0.9523 -0.9081 -0.6852
C -18.1693 10.7586 4.9846 -0.2093 -1.0188 0.1398
C -17.9671 10.0718 3.7739 1.9944 0.2713 -1.6358
C -16.7904 10.4322 3.0429 -1.9132 -0.5504 2.0609
C -15.9279 11.3684 3.5676 1.1271 0.5856 -1.1209
N -16.1651 12.0476 4.6824 0.7316 -0.1488 -0.7897
C -17.2371 11.6984 5.3919 -0.1744 1.2048 1.0010
C -17.3972 12.4006 6.6767 -0.5202 -1.3007 -2.6528
N -16.5153 13.3619 6.8497 0.5021 0.7225 0.6889
C -16.5425 13.9954 7.9982 -0.5756 -0.7531 0.9958
C -17.4004 13.6321 9.0440 -1.1131 -0.6105 -0.2911
C -18.3690 12.6280 8.8234 1.2290 1.4473 0.5977
C -18.4215 12.0449 7.5363 -0.5194 -0.8370 1.9199
H -19.9003 9.6370 5.5691 0.2814 0.4890 0.5723
H -18.5225 9.2312 3.2962 -0.1562 0.9152 1.0740
H -16.5487 9.8819 2.1803 0.3369 -0.3778 -1.0368
H -14.9816 11.5995 3.0277 -0.7706 -0.1195 0.5394
H -15.7843 14.7066 8.0818 0.9239 1.1075 0.6726
H -17.4174 14.1000 10.0331 0.4418 0.0169 -0.5416
H -18.9529 12.3843 9.7176 -0.1840 -0.2676 -0.9543
C -12.5205 15.5689 0.4703 0.2363 0.7004 -0.6270
N -11.8477 14.5035 1.1865 -0.3692 -0.6196 -0.0537
C -10.7720 15.0357 2.0024 1.0541 0.3876 0.0964
N -11.3863 16.0609 2.8008 -0.8557 0.7063 1.7591
C -12.0452 17.2094 2.0984 0.8803 -0.7466 0.2657
N -13.1132 16.5606 1.4038 -0.2925 -0.5797 -0.9662
C -14.2252 16.0499 2.2017 -0.2159 2.9355 1.5024
P -13.6771 14.7044 3.3458 0.4249 -0.3101 -2.0706
C -12.8429 13.7218 1.9102 0.6756 0.6681 1.2194
C -12.1214 15.6293 3.9572 -0.7648 -0.0076 -1.0992
H -13.2772 15.1551 -0.2165 0.1522 0.1533 0.5028
H -11.7779 16.0935 -0.1515 -0.2998 -0.1052 0.1787
H -9.9780 15.5534 1.4634 -0.2419 -0.2994 -0.7903
H -10.2236 14.3310 2.6542 -0.7980 -0.1114 -0.3117
H -11.3405 17.6515 1.4143 0.2165 0.0338 -0.3951
H -12.3055 17.9655 2.8254 -0.4821 0.0129 0.1911
H -15.0799 15.8494 1.5602 0.0465 -0.5170 -0.0526
H -14.5578 16.9523 2.8317 0.2125 -1.2209 -0.6875
H -13.4613 13.2325 1.1912 -1.1017 0.1250 -0.3714
H -12.4048 12.9278 2.4327 1.1432 -1.2734 0.6828
H -11.6128 14.8994 4.5802 0.3847 0.2478 0.2739
H -12.5443 16.5143 4.4266 0.2726 -0.1689 0.6581
C -11.8112 9.2010 5.9414 -1.3395 -3.3798 -0.6587
C -12.6130 9.8997 6.9561 -0.5068 2.6199 -0.0922
C -14.0453 10.0838 6.6027 -1.5002 -0.4822 -0.6149
C -12.4638 9.5466 8.3677 0.2512 -2.9834 1.4956
O -12.0322 11.3811 6.9227 0.3671 -1.1020 0.6440
P -12.4895 12.6742 6.3005 -0.5509 0.8855 0.9641
O -12.9430 12.5355 4.8560 -0.4265 0.2673 -0.7070
O -13.6484 13.4254 7.0468 -0.5835 -0.4842 -0.7152
O -11.3006 13.6492 6.3750 1.2721 0.8735 0.0230
C -10.4421 14.0588 7.5521 0.0109 1.5832 0.8490
C -9.2827 13.1026 7.6146 0.0012 0.5984 -1.6771
C -11.2658 14.0595 8.8796 -2.1725 -0.4898 -0.9389
C -9.9671 15.4926 7.2294 0.1987 0.3397 0.9381
H -12.3412 8.1719 5.7578 0.7706 1.7332 0.2522
H -10.8570 8.8860 6.2922 0.9499 0.2265 0.2640
H -11.7612 9.6727 4.9738 -0.0097 0.3953 -0.1327
H -14.5349 9.1167 6.5316 0.0710 -0.3442 0.0634
H -14.1671 10.5209 5.6225 0.1256 0.1663 -0.3418
H -14.6684 10.6514 7.2993 0.5252 0.1447 0.2515
H -13.0506 8.5751 8.5982 1.1959 1.2710 -0.5455
H -12.8765 10.2343 9.0548 -0.7463 1.1455 0.3454
H -11.4237 9.4415 8.6929 -0.1017 -0.3320 -0.3000
H -9.7594 12.1779 7.4334 0.0764 -1.5643 0.3365
H -8.7821 13.1629 8.5589 0.3430 -0.1090 0.4161
H -8.5848 13.2556 6.7543 -0.3899 0.0665 0.8286
H -11.6348 13.0241 9.1609 0.0170 1.0576 -0.7990
H -12.1503 14.8187 8.8405 1.4793 -1.4834 -0.0053
H -10.7139 14.2779 9.7629 1.0336 0.7063 0.3120
H -9.5292 15.6185 6.2525 0.0285 -0.4276 -0.6236
H -9.1085 15.7736 7.9041 -1.1141 -0.3057 -0.3075
H -10.7720 16.2473 7.3179 0.3315 -0.3741 0.1799
```
Positions in Å, forces in eV/Å.

Total charge: +3
2S+1: 5
Energy above the lowest of the compared OMol25 structures with the same formula, charge and spin (kJ/mol): 63.3
Frontier orbital gap (spin up / spin down) (Eh): 0.3047 / 0.2106
<S²>: 6.021
E_HOMO (spin up / spin down) (eV): -16.395 / -16.737

Results of the Löwdin charge analysis, in e, for atoms 1 through 5: atom 1 (Pt): 1.226, atom 2 (O): -0.151, atom 3 (C): -0.124, atom 4 (C): -0.284, atom 5 (C): 0.030

***

3 unconnected molecules or ions with the total composition C2H4BrNO at a distorted geometry. Source: the Open Molecules 2025 dataset; level of theory: ωB97M-V with the def2-TZVPD basis set.

The geometry in XYZ format:
```
9
Properties=species:S:1:pos:R:3:forces:R:3
C 1.0481 1.8361 1.4624 0.8051 -0.5014 -0.4566
C -0.4469 -0.8210 -1.4080 -0.1851 0.3191 -0.3765
N 1.5310 0.8182 1.1865 0.0670 0.4213 0.0426
O 0.2252 -1.0950 -0.4575 0.1599 -0.2621 0.2349
Br -1.4559 1.5322 3.1617 -0.2536 -0.0172 0.1529
H -1.4360 -1.2614 -1.6002 -0.0660 -0.2044 0.1760
H -0.1231 -0.0821 -2.1578 0.1386 0.0728 -0.0377
H 1.8483 -0.0967 0.9338 -0.1022 -0.0236 -0.1118
H -0.2781 1.9047 2.3552 -0.5636 0.1955 0.3763
```
Positions in Å, forces in eV/Å.

Energy above the lowest of the compared OMol25 structures with the same formula, charge and spin (kJ/mol): 271.8
Frontier orbital gap (Eh): 0.3837
E_HOMO (eV): -10.076

Results of the Löwdin charge analysis, in e, for atoms 1 through 5: atom 1 (C): -0.071, atom 2 (C): -0.122, atom 3 (N): 0.120, atom 4 (O): -0.023, atom 5 (Br): 0.240

***

| no. | total energy (hartree) |
| --- | --- |
| 1 | -346.8572 |
| 2 | -5022.4580 |
| 3 | -2956.7393 |
| 4 | -2782.5325 |